A single C2HNO5 molecule. Source: OMol25; level of theory: ωB97M-V/def2-TZVPD.

Calculated values
gap between HOMO and LUMO	10.812	eV
relative energy (zero: lowest compared OMol25 entry of this formula, charge and spin)	81.0	kJ/mol
SMILES string	O=c1oc(=O)n(O)o1

Each line ends with the Löwdin charge.
Cartesian coordinates (Å):
O  -2.4159  -0.8116  0.3085  0.186
C  -1.3620  -0.3252  0.0072  -0.442
O  -0.3005  -1.2072  -0.4188  0.156
C  0.8998  -0.4475  -0.3885  -0.374
O  2.0087  -0.9290  -0.6434  0.141
N  0.5322  0.9043  -0.1342  -0.071
O  1.2263  1.6999  0.7097  0.046
O  -0.8609  0.9049  0.2754  0.138
H  1.7854  1.0499  1.3766  0.219

Forces on atoms 1 to 3 (eV/Å):
1.34 1.81 -1.04
0.04 -2.84 1.64
0.81 3.12 0.18

2 unconnected molecules or ions with the total composition C2HNOS. Source: OMol25; level of theory: ωB97M-V/def2-TZVPD.

Calculated values
gap between HOMO and LUMO	10.067	eV
relative energy (zero: lowest compared OMol25 entry of this formula, charge and spin)	57.0	kJ/mol

Each line ends with the Löwdin charge.
Cartesian coordinates (Å):
C  0.2592  -1.1733  0.1186  -0.947
C  -1.2602  1.5576  -0.8091  -0.038
N  1.1201  -0.3570  0.1776  0.090
O  -0.9963  2.2800  0.0029  0.038
S  -1.0769  -1.7894  -0.2941  0.739
H  1.9541  -0.5179  0.8041  0.119

Forces on atoms 1 to 3 (eV/Å):
-1.03 0.54 -0.84
-0.20 -0.44 -0.63
3.93 0.52 2.04

A single C2HNOS molecule. Source: OMol25; level of theory: ωB97M-V/def2-TZVPD.

Calculated values
2S+1	3
gap between HOMO and LUMO (spin up / spin down)	8.173 / 5.455	eV
relative energy (zero: lowest compared OMol25 entry of this formula, charge and spin)	409.6	kJ/mol

Each line ends with the Löwdin charge.
Cartesian coordinates (Å):
C  -0.1314  0.7327  0.0981  -0.149
C  0.7386  -0.3760  0.0613  -0.759
N  -0.6774  -0.4823  0.1199  0.111
O  -0.4931  2.3336  -0.0511  -0.247
S  2.0619  -1.2254  -0.0485  0.892
H  -1.4987  -0.9826  -0.1797  0.152

Forces on atoms 1 to 3 (eV/Å):
-0.79 7.48 -1.23
-1.95 2.50 -0.15
-1.52 -0.15 1.29

A molecular structure, C2HNaO3. Source: OMol25; level of theory: ωB97M-V/def2-TZVPD.

Calculated values
2S+1	2
gap between HOMO and LUMO (spin up / spin down)	8.601 / 11.083	eV
relative energy (zero: lowest compared OMol25 entry of this formula, charge and spin)	135.2	kJ/mol
charge	+1

Each line ends with the Löwdin charge.
Cartesian coordinates (Å):
C  -0.2689  -1.3537  -0.0386  0.036
O  -1.1786  -0.6706  -0.5133  0.014
C  -0.3605  1.3462  0.2234  -0.318
O  0.6950  0.7375  0.3771  0.010
O  -0.8999  2.3464  -0.0063  0.302
Na  2.3985  -0.3041  -0.8188  0.849
H  -0.3855  -2.1015  0.7765  0.108

Forces on atoms 1 to 3 (eV/Å):
-3.79 1.69 -2.15
2.97 -3.28 1.65
5.33 2.59 -0.51

2 unconnected molecules or ions with the total composition C2HO2S2. Source: OMol25; level of theory: ωB97M-V/def2-TZVPD.

Calculated values
gap between HOMO and LUMO	5.399	eV
relative energy (zero: lowest compared OMol25 entry of this formula, charge and spin)	96.5	kJ/mol
charge	-1

Each line ends with the Löwdin charge.
Cartesian coordinates (Å):
C  -0.3027  1.3851  -0.6418  -0.524
C  -0.2455  3.8460  0.5296  -0.942
O  -0.2893  4.1881  -0.5981  0.044
O  0.8376  1.0162  -0.5897  -0.185
S  -0.0191  3.6775  2.0428  0.739
S  -1.6529  -0.2372  -1.0190  0.212
H  -2.6650  0.4065  -0.5268  -0.344

Forces on atoms 1 to 3 (eV/Å):
2.37 -0.30 0.69
0.24 1.47 -4.20
-0.17 -0.52 2.61

2 unconnected molecules or ions with the total composition C2HO4P. Source: OMol25; level of theory: ωB97M-V/def2-TZVPD.

Calculated values
gap between HOMO and LUMO	8.334	eV
relative energy (zero: lowest compared OMol25 entry of this formula, charge and spin)	12.4	kJ/mol
SMILES string	O=CP=O.O=C=O

Each line ends with the Löwdin charge.
Cartesian coordinates (Å):
O  0.8395  -1.0308  -0.0479  -0.052
C  0.1845  0.0510  -0.0047  -0.356
P  0.6839  1.7638  -0.4976  0.883
O  0.1095  2.3402  0.7022  -0.445
H  -0.6926  0.1067  0.6211  0.068
O  3.9019  -1.0888  0.0263  0.240
C  3.3158  -0.0893  0.0190  -0.432
O  2.8178  0.9197  0.1183  0.094

Forces on atoms 1 to 3 (eV/Å):
-1.96 3.50 -0.18
2.50 -4.60 0.02
0.51 -0.10 -2.11

A gas-phase ion, C2HO4S (charge -1). Source: OMol25; level of theory: ωB97M-V/def2-TZVPD.

Calculated values
gap between HOMO and LUMO	8.265	eV
relative energy (zero: lowest compared OMol25 entry of this formula, charge and spin)	123.1	kJ/mol
charge	-1

Each line ends with the Löwdin charge.
Cartesian coordinates (Å):
C  0.9365  -0.3364  0.5116  -0.165
C  0.6157  1.1015  0.0603  -0.649
O  -1.0346  -1.2965  -1.2200  -0.364
O  1.2372  2.0634  -0.0991  0.095
O  -1.7407  -1.0159  1.0864  -0.362
O  -0.7758  0.9978  -0.2274  -0.182
S  -0.7658  -0.6694  0.0626  0.636
H  1.5274  -0.8445  -0.1744  -0.010

Forces on atoms 1 to 3 (eV/Å):
-2.92 2.25 0.34
-1.45 -5.50 0.65
0.37 -0.04 0.29

2 unconnected molecules or ions with the total composition C2HOP. Source: OMol25; level of theory: ωB97M-V/def2-TZVPD.

Calculated values
gap between HOMO and LUMO (spin up / spin down)	6.398 / 6.123	eV
relative energy (zero: lowest compared OMol25 entry of this formula, charge and spin)	214.9	kJ/mol

Each line ends with the Löwdin charge.
Cartesian coordinates (Å):
C  0.2119  0.5199  -0.3806  -0.239
C  0.2630  1.2919  -1.3233  -0.218
O  -1.1884  -2.3062  1.6887  -0.514
P  -0.0164  -1.5151  1.9682  1.006
H  0.7299  2.0096  -1.9529  -0.035

Forces on atoms 1 to 3 (eV/Å):
-0.39 -1.19 1.24
0.71 -0.36 0.86
0.14 -0.02 0.18

A single C2I2N2O2 molecule. Source: OMol25; level of theory: ωB97M-V/def2-TZVPD.

Calculated values
gap between HOMO and LUMO (spin up / spin down)	9.278 / 9.279	eV
relative energy (zero: lowest compared OMol25 entry of this formula, charge and spin)	0.0	kJ/mol
SMILES string	[O-][n+]1onc(I)c1I

Each line ends with the Löwdin charge.
Cartesian coordinates (Å):
O  -0.7883  2.2406  0.2824  0.039
N  -0.5447  1.0882  0.0518  -0.311
O  -1.4873  0.3201  -0.7400  0.024
N  -1.0442  -0.9190  -0.8962  0.001
C  0.0781  -1.0623  -0.2947  -0.853
I  1.2395  -2.7496  -0.1986  0.913
C  0.4408  0.2849  0.3546  -0.760
I  2.1061  0.7970  1.4407  0.946

Forces on atoms 1 to 3 (eV/Å):
-0.42 0.66 -0.01
0.57 -0.86 0.01
-0.40 1.20 0.17

2 unconnected molecules or ions with the total composition C2N10O2. Source: OMol25; level of theory: ωB97M-V/def2-TZVPD.

Calculated values
gap between HOMO and LUMO (spin up / spin down)	7.805 / 7.807	eV
charge	-2

Each line ends with the Löwdin charge.
Cartesian coordinates (Å):
C  -0.7828  1.4422  -2.1841  -0.511
C  0.8911  -1.4456  2.1463  -0.551
N  -1.6679  2.7906  -3.5440  -0.187
N  1.0551  -2.7906  3.7632  -0.138
N  -0.5126  2.5846  -2.9586  0.008
N  0.2043  -1.9226  3.1922  0.005
N  -2.1111  1.1711  -2.2604  -0.008
N  2.1025  -2.0355  2.0158  -0.019
N  -2.6161  2.0555  -3.0466  -0.169
N  2.1676  -2.8831  2.9743  -0.165
N  0.0382  0.5850  -1.6055  -0.063
N  0.5686  -0.4153  1.3189  -0.020
O  1.2184  0.7199  -1.2614  -0.085
O  -0.5552  0.1438  1.4498  -0.097

Forces on atoms 1 to 3 (eV/Å):
-0.81 3.81 -1.81
-0.22 -0.60 0.69
1.26 2.79 -0.31

A single C2N2OS molecule. Source: OMol25; level of theory: ωB97M-V/def2-TZVPD.

Calculated values
2S+1	3
gap between HOMO and LUMO (spin up / spin down)	8.485 / 8.532	eV
relative energy (zero: lowest compared OMol25 entry of this formula, charge and spin)	102.7	kJ/mol

Each line ends with the Löwdin charge.
Cartesian coordinates (Å):
C  -0.1227  -1.1730  -0.1453  -0.449
C  0.4344  1.4824  0.2183  -0.469
N  0.7757  -1.7632  -0.5136  0.192
N  -1.2394  -0.4515  -0.1709  -0.322
O  1.4165  0.9188  0.1528  0.075
S  -1.2645  0.9865  0.4587  0.973

Forces on atoms 1 to 3 (eV/Å):
-3.04 1.69 -0.92
-1.76 3.61 1.17
2.59 -2.11 -0.33

A single C2N2S3 molecule. Source: OMol25; level of theory: ωB97M-V/def2-TZVPD.

Calculated values
gap between HOMO and LUMO	7.458	eV
relative energy (zero: lowest compared OMol25 entry of this formula, charge and spin)	376.6	kJ/mol
SMILES string	c1nnsssc#1

Each line ends with the Löwdin charge.
Cartesian coordinates (Å):
C  -0.9381  0.9318  0.0214  -0.127
N  -0.3769  0.8420  -1.2291  -0.037
N  0.7903  0.4073  -1.0905  -0.445
S  1.5094  -0.5652  -0.0178  0.568
S  1.6242  -1.0870  2.1569  0.143
S  -0.4291  -0.7194  2.4229  0.463
C  -0.7802  0.2713  1.0947  -0.565

Forces on atoms 1 to 3 (eV/Å):
1.04 -2.18 2.42
0.60 0.31 1.63
-1.00 0.51 -1.48

| no. | maximum force (eV/Å) |
| --- | --- |
| 1 | 4.398 |
| 2 | 4.458 |
| 3 | 8.547 |
| 4 | 5.951 |
| 5 | 4.453 |
| 6 | 5.231 |
| 7 | 5.728 |
| 8 | 2.343 |
| 9 | 3.310 |
| 10 | 4.361 |
| 11 | 4.179 |
| 12 | 3.418 |